(1)
Molecular formula: C53H46ILuN9O5S4
Method: DFT, the ωB97M-V functional and the def2-TZVPD basis

CARTESIAN COORDINATES (ANGSTROEM)
1 Lu 1.459 -2.065 -0.393
2 O -2.934 -3.890 -0.740
3 C -1.716 -4.009 -0.446
4 N -0.672 -3.312 -0.934
5 C -0.552 -2.819 -2.120
6 O 0.411 -2.016 -2.378
7 C -2.290 -2.578 -4.072
8 C -2.386 -2.645 -5.494
9 C -3.382 -1.839 -6.066
10 C -4.396 -1.292 -5.317
11 C -4.349 -1.573 -3.972
12 N -3.287 -2.078 -3.360
13 C -1.263 -4.897 0.649
14 C -2.137 -5.912 1.246
15 C -1.733 -6.672 2.320
16 C -0.499 -6.463 2.880
17 C 0.327 -5.585 2.185
18 N -0.027 -4.946 1.061
19 H -1.644 -3.266 -6.022
20 H -3.344 -1.609 -7.130
21 H -5.174 -0.619 -5.656
22 H -5.197 -1.199 -3.416
23 H -3.114 -6.048 0.796
24 H -2.201 -7.566 2.741
25 H -0.087 -6.936 3.757
26 H 1.265 -5.179 2.636
27 C -4.592 5.921 1.035
28 C -3.281 5.481 0.512
29 C -3.159 4.212 -0.128
30 C -1.927 3.763 -0.601
31 C -0.811 4.499 -0.372
32 C -0.856 5.750 0.253
33 C -2.089 6.268 0.592
34 S 0.763 3.869 -0.825
35 O 1.694 4.969 -1.199
36 C 1.422 2.934 0.744
37 C 0.521 2.800 1.847
38 C 1.062 2.638 3.140
39 C 2.482 2.578 3.364
40 C 3.056 2.342 4.630
41 C 4.417 2.129 4.768
42 C 5.235 2.300 3.624
43 C 4.703 2.334 2.327
44 C 3.348 2.529 2.211
45 C 2.793 2.732 0.892
46 C 3.652 2.941 -0.230
47 C 4.649 4.041 -0.229
48 C 4.677 5.045 0.771
49 C 5.564 6.096 0.708
50 C 6.553 6.163 -0.260
51 C 6.506 5.211 -1.301
52 C 5.587 4.194 -1.313
53 C 5.595 3.144 -2.283
54 C 4.616 2.108 -2.301
55 C 3.543 2.139 -1.393
56 S 2.112 1.008 -1.679
57 O 2.582 -0.331 -0.952
58 C 2.186 0.868 -3.456
59 C 2.335 -0.311 -4.150
60 C 2.067 -0.327 -5.512
61 C 1.857 0.905 -6.212
62 C 1.634 0.770 -7.677
63 C 1.783 2.108 -5.514
64 C 2.004 2.124 -4.098
65 H -4.594 6.401 2.050
66 H -5.302 5.101 1.066
67 H -5.088 6.720 0.402
68 H -4.038 3.589 -0.333
69 H -1.909 2.721 -0.993
70 H 0.082 6.311 0.461
71 H -2.151 7.247 1.127
72 H -0.552 2.817 1.685
73 H 0.430 2.708 3.989
74 H 2.393 2.148 5.491
75 H 4.838 1.933 5.720
76 H 6.356 2.213 3.652
77 H 5.354 2.301 1.473
78 H 4.013 5.088 1.633
79 H 5.454 6.863 1.487
80 H 7.283 6.961 -0.192
81 H 7.133 5.323 -2.193
82 H 6.260 3.182 -3.118
83 H 4.737 1.395 -3.068
84 H 2.611 -1.184 -3.623
85 H 2.132 -1.231 -6.120
86 H 1.207 1.725 -8.071
87 H 0.973 -0.148 -7.895
88 H 2.564 0.563 -8.236
89 H 1.508 3.042 -6.016
90 H 2.164 3.090 -3.578
91 S 3.108 -2.963 3.061
92 C 2.414 -2.422 1.764
93 I 3.393 -3.990 -1.538
94 O -0.872 -4.412 -3.840
95 C -1.302 -3.361 -3.372
96 C -5.780 -5.449 5.215
97 N -4.486 -6.030 5.509
98 C -3.363 -5.363 5.880
99 S -3.159 -3.690 5.923
100 N -2.300 -6.198 6.211
101 C -2.232 -7.605 6.249
102 H -5.609 -4.498 4.597
103 H -6.351 -5.150 6.141
104 H -6.421 -6.126 4.646
105 H -4.321 -6.997 5.300
106 H -1.438 -5.728 6.109
107 H -3.250 -8.099 6.343
108 H -1.698 -7.902 7.119
109 H -1.724 -8.002 5.356
110 N -4.387 0.782 0.696
111 C -3.623 -0.310 0.465
112 N -3.923 -1.197 -0.448
113 N -2.569 -0.416 1.258
114 C -1.363 -0.692 0.953
115 N -0.253 -1.014 0.692
116 H -5.304 0.890 0.354
117 H -4.289 1.193 1.619
118 H -4.729 -1.005 -0.970
119 H -3.392 -2.058 -0.575

Its spin multiplicity is 2. The total energy comes out at -164416.4516 eV. The net charge is 0. Its highest occupied orbital energy (alpha / beta) is -4.4 / -7.0 eV.

(2)
Molecular formula: C69H161N23O23
Method: DFT, the ωB97M-V functional and the def2-TZVPD basis

CARTESIAN COORDINATES (ANGSTROEM)
1 C -0.398 -3.115 -4.285
2 C -1.773 -3.556 -3.869
3 O -2.767 -2.857 -4.165
4 N -1.885 -4.696 -3.135
5 C -3.258 -5.212 -2.844
6 H 0.454 -3.216 -3.613
7 H -0.420 -2.032 -4.159
8 H -0.157 -3.367 -5.317
9 H -1.083 -5.099 -2.673
10 H -3.830 -4.390 -2.413
11 H -3.181 -6.131 -2.264
12 H -3.786 -5.705 -3.661
13 C -7.181 1.864 -4.203
14 C -6.204 1.751 -3.067
15 O -6.356 2.372 -2.003
16 N -5.082 1.043 -3.346
17 C -4.036 0.671 -2.441
18 H -6.876 1.152 -4.970
19 H -7.134 2.831 -4.703
20 H -8.169 1.470 -3.965
21 H -4.918 0.604 -4.241
22 H -3.299 0.093 -3.000
23 H -4.499 0.128 -1.617
24 H -3.459 1.550 -2.157
25 C 0.885 -2.950 8.500
26 C 1.513 -2.064 7.409
27 O 2.664 -1.731 7.501
28 N 0.693 -1.565 6.462
29 C 1.301 -0.656 5.474
30 H -0.069 -2.532 8.822
31 H 1.457 -2.759 9.408
32 H 0.882 -4.034 8.391
33 H -0.315 -1.625 6.433
34 H 2.135 -1.275 5.144
35 H 1.724 0.299 5.786
36 H 0.785 -0.574 4.517
37 C 1.509 6.609 3.233
38 C 1.635 7.354 1.895
39 O 1.625 8.617 1.872
40 N 1.984 6.583 0.904
41 C 2.447 7.165 -0.437
42 H 1.326 7.312 4.046
43 H 2.422 6.106 3.552
44 H 0.753 5.823 3.227
45 H 1.600 5.650 0.964
46 H 1.873 8.091 -0.463
47 H 2.165 6.512 -1.263
48 H 3.513 7.379 -0.518
49 C 8.842 -0.055 -1.658
50 C 7.566 0.346 -0.977
51 O 6.628 0.609 -1.638
52 N 7.515 0.271 0.383
53 C 6.376 0.761 1.196
54 H 9.713 0.362 -1.152
55 H 8.802 0.214 -2.713
56 H 8.888 -1.141 -1.581
57 H 8.380 0.102 0.876
58 H 5.364 0.763 0.791
59 H 6.633 1.800 1.402
60 H 6.315 0.224 2.143
61 C 3.618 2.407 -2.030
62 C 2.202 3.055 -2.063
63 O 1.845 3.988 -1.245
64 N 1.407 2.428 -2.982
65 C -0.008 2.656 -3.120
66 H 3.652 1.686 -2.847
67 H 3.576 1.740 -1.168
68 H 4.392 3.164 -1.901
69 H 2.000 2.192 -3.765
70 H -0.396 2.931 -2.140
71 H -0.698 1.812 -3.144
72 H -0.435 3.315 -3.877
73 C 0.863 -4.042 3.639
74 C 1.231 -3.703 2.209
75 O 1.191 -2.544 1.768
76 N 1.938 -4.692 1.587
77 C 2.318 -4.631 0.164
78 H 1.006 -3.185 4.298
79 H 1.483 -4.798 4.119
80 H -0.178 -4.365 3.609
81 H 2.096 -5.484 2.194
82 H 1.701 -4.130 -0.582
83 H 2.341 -5.674 -0.149
84 H 3.369 -4.401 0.336
85 C -3.350 -1.818 8.200
86 C -2.688 -1.335 6.948
87 O -2.288 -2.099 6.073
88 N -2.597 0.012 6.769
89 C -2.530 0.639 5.517
90 H -3.598 -1.003 8.881
91 H -2.815 -2.662 8.635
92 H -4.234 -2.327 7.819
93 H -2.478 0.586 7.591
94 H -1.688 0.228 4.960
95 H -2.593 1.713 5.692
96 H -3.491 0.423 5.049
97 C -4.108 4.462 -1.438
98 C -2.971 5.101 -0.707
99 O -3.002 6.317 -0.379
100 N -2.024 4.274 -0.204
101 C -0.916 4.786 0.522
102 H -3.708 4.557 -2.448
103 H -5.042 5.023 -1.452
104 H -4.253 3.453 -1.052
105 H -1.974 3.291 -0.430
106 H -1.146 4.881 1.583
107 H -0.464 5.574 -0.081
108 H -0.005 4.195 0.418
109 C 0.674 1.197 1.772
110 C -0.335 0.846 0.636
111 O -1.214 1.614 0.227
112 N -0.188 -0.413 0.156
113 C -1.103 -0.963 -0.876
114 H 1.684 0.807 1.639
115 H 0.380 1.069 2.813
116 H 0.966 2.243 1.672
117 H 0.492 -1.071 0.509
118 H -2.129 -1.212 -0.605
119 H -0.648 -1.853 -1.312
120 H -1.172 -0.453 -1.837
121 C 2.147 3.324 5.988
122 C 0.682 3.710 5.673
123 O -0.223 2.945 5.341
124 N 0.524 4.996 5.852
125 C -0.772 5.642 5.708
126 H 2.277 2.247 5.886
127 H 2.135 3.545 7.055
128 H 2.807 3.798 5.261
129 H 1.308 5.409 6.337
130 H -1.082 5.426 4.685
131 H -0.647 6.719 5.594
132 H -1.536 5.439 6.459
133 C -6.126 -2.593 -4.758
134 C -7.553 -2.151 -4.762
135 O -8.261 -2.223 -3.781
136 N -7.991 -1.512 -5.845
137 C -9.353 -1.231 -6.141
138 H -5.775 -2.503 -5.785
139 H -5.974 -3.617 -4.416
140 H -5.474 -1.888 -4.243
141 H -7.284 -1.253 -6.518
142 H -9.608 -1.168 -7.199
143 H -9.816 -0.345 -5.705
144 H -10.072 -2.000 -5.857
145 C -0.782 -8.355 -3.085
146 C -0.403 -7.375 -1.998
147 O 0.415 -6.445 -2.324
148 N -1.112 -7.432 -0.879
149 C -1.000 -6.671 0.322
150 H -1.337 -9.236 -2.763
151 H 0.034 -8.796 -3.657
152 H -1.383 -7.854 -3.844
153 H -1.816 -8.155 -0.825
154 H -1.890 -6.925 0.897
155 H -0.760 -5.618 0.173
156 H -0.123 -6.985 0.889
157 C 0.737 1.163 8.701
158 C -0.376 0.583 9.597
159 O -1.538 0.634 9.172
160 N -0.069 0.038 10.722
161 C -0.863 -0.676 11.690
162 H 0.942 2.151 9.113
163 H 0.253 1.417 7.758
164 H 1.649 0.568 8.661
165 H 0.884 0.242 10.986
166 H -1.847 -0.768 11.229
167 H -0.878 -0.173 12.657
168 H -0.456 -1.687 11.683
169 C -3.438 -1.325 -9.276
170 C -3.655 -1.906 -7.875
171 O -4.116 -3.054 -7.792
172 N -3.360 -1.349 -6.708
173 C -2.705 -0.052 -6.528
174 H -2.376 -1.411 -9.504
175 H -3.823 -0.310 -9.373
176 H -3.712 -1.930 -10.140
177 H -3.612 -1.897 -5.898
178 H -2.126 0.213 -7.413
179 H -1.945 -0.042 -5.747
180 H -3.552 0.623 -6.411
181 C 4.719 -1.249 -3.900
182 C 3.786 -1.286 -2.719
183 O 2.602 -1.535 -2.861
184 N 4.302 -1.087 -1.487
185 C 3.676 -1.189 -0.336
186 H 5.701 -1.587 -3.567
187 H 4.884 -0.324 -4.452
188 H 4.413 -1.869 -4.743
189 H 5.203 -0.632 -1.521
190 H 4.103 -1.919 0.352
191 H 2.655 -1.549 -0.460
192 H 3.446 -0.232 0.132
193 C -4.784 1.830 3.071
194 C -5.708 2.928 2.758
195 O -6.258 3.561 3.678
196 N -5.813 3.226 1.499
197 C -6.760 4.120 1.093
198 H -4.583 1.952 4.135
199 H -3.812 1.986 2.603
200 H -5.066 0.816 2.784
201 H -5.597 2.517 0.813
202 H -6.721 5.045 1.668
203 H -7.792 3.768 1.094
204 H -6.443 4.292 0.065
205 C -3.518 -1.982 3.156
206 C -4.673 -2.406 2.222
207 O -5.676 -2.814 2.705
208 N -4.610 -1.993 0.938
209 C -5.747 -2.025 0.001
210 H -3.120 -2.880 3.629
211 H -3.888 -1.257 3.881
212 H -2.625 -1.622 2.644
213 H -3.647 -1.760 0.746
214 H -5.549 -2.359 -1.018
215 H -6.278 -1.078 -0.092
216 H -6.478 -2.725 0.405
217 C -4.332 4.385 -5.989
218 C -2.916 3.703 -5.754
219 O -2.735 2.694 -4.976
220 N -1.945 4.039 -6.580
221 C -0.543 3.549 -6.533
222 H -4.308 4.784 -7.003
223 H -4.402 5.088 -5.158
224 H -5.159 3.675 -5.991
225 H -1.964 4.884 -7.132
226 H -0.472 2.811 -5.734
227 H 0.201 4.332 -6.381
228 H -0.542 3.142 -7.544
229 C 3.133 -4.896 -4.173
230 C 3.982 -6.129 -3.874
231 O 4.886 -6.439 -4.613
232 N 3.740 -6.835 -2.784
233 C 4.186 -8.204 -2.407
234 H 3.699 -4.093 -3.699
235 H 2.138 -4.794 -3.740
236 H 3.069 -4.777 -5.255
237 H 3.044 -6.419 -2.183
238 H 4.970 -8.139 -1.652
239 H 4.520 -8.886 -3.189
240 H 3.353 -8.656 -1.869
241 C 5.577 4.521 1.324
242 C 5.805 6.023 1.134
243 O 6.171 6.473 0.050
244 N 5.657 6.784 2.220
245 C 5.900 8.223 2.271
246 H 6.173 3.978 0.590
247 H 4.550 4.202 1.141
248 H 5.843 4.082 2.286
249 H 5.835 6.362 3.120
250 H 4.900 8.656 2.255
251 H 6.384 8.638 1.387
252 H 6.534 8.506 3.112
253 C 1.796 -0.710 -6.187
254 C 2.622 0.572 -6.367
255 O 2.237 1.612 -5.929
256 N 3.767 0.495 -7.036
257 C 4.675 1.618 -7.314
258 H 0.860 -0.479 -5.679
259 H 2.234 -1.490 -5.564
260 H 1.655 -1.051 -7.212
261 H 4.285 -0.369 -7.098
262 H 5.098 1.538 -8.315
263 H 5.572 1.707 -6.701
264 H 4.104 2.546 -7.311
265 C 8.131 -3.298 3.890
266 C 6.734 -3.006 3.562
267 O 6.447 -2.324 2.619
268 N 5.848 -3.770 4.244
269 C 4.408 -3.729 4.305
270 H 8.625 -2.327 3.876
271 H 8.711 -3.918 3.205
272 H 8.128 -3.670 4.914
273 H 6.380 -4.407 4.821
274 H 3.975 -4.340 5.097
275 H 4.057 -4.283 3.435
276 H 3.993 -2.737 4.129

Its spin multiplicity is 1. The total energy comes out at -155531.4794 eV. The net charge is 0. Its highest occupied orbital energy is -8.1 eV.

(3)
Molecular formula: C5H7N3
Method: DFT, the ωB97M-V functional and the def2-TZVPD basis

CARTESIAN COORDINATES (ANGSTROEM)
1 C 2.526 0.606 0.092
2 C 0.915 -1.309 -0.090
3 C -0.442 -0.796 0.334
4 C -1.082 1.276 -0.119
5 C 0.014 0.503 0.343
6 H 2.845 0.216 1.094
7 H 3.425 0.368 -0.677
8 H 2.409 1.737 -0.385
9 H 1.869 -1.909 0.366
10 H 0.723 -1.882 -0.994
11 H -2.287 -1.367 0.549
12 H -0.719 2.484 0.167
13 N 1.186 0.033 -0.277
14 N -1.813 -0.745 -0.128
15 N -2.209 0.522 -0.091

Its spin multiplicity is 1. The total energy comes out at -9761.5203 eV. The net charge is 0. Its highest occupied orbital energy is -8.5 eV.